Entry 1:
Here is a molecular structure, C2H3GdO from the OMol25 dataset. Energies are from ωB97M-V with the def2-TZVPD basis set.

Geometry as XYZ:
```
7
Properties=species:S:1:pos:R:3:forces:R:3
O -1.307 0.540 -0.489 2.30 1.72 -1.48
C -0.110 0.805 -0.663 -4.11 -2.06 1.76
C 0.965 0.153 -0.045 0.44 -0.08 -0.31
H 1.610 -0.355 -0.775 -0.40 -0.64 0.01
H 1.699 0.803 0.461 -0.61 -0.19 0.74
H -0.225 -0.920 0.763 1.72 0.86 -0.46
Gd -2.631 -1.026 0.746 0.66 0.39 -0.25
```
Forces are in eV/Å.

Values from the calculation:
⟨S²⟩: 15.89
E_tot in eV: -24974.8292
HOMO energy (spin up / spin down) in eV: -18.58 / -16.73
2S+1: 8
Net charge: +2

***

Entry 2:
Here is a single C2H3I2NO molecule from the OMol25 dataset. Energies are from ωB97M-V with the def2-TZVPD basis set.

Geometry as XYZ:
```
9
Properties=species:S:1:pos:R:3:forces:R:3
C -0.532 0.291 -0.991 -0.34 -0.09 2.87
C -0.480 -0.875 -0.265 -0.25 -0.68 -2.19
N 1.666 0.368 0.771 0.94 -0.72 -0.70
O -0.820 1.401 -0.357 -0.83 0.32 -1.27
I -1.614 -1.432 1.430 0.79 0.57 -0.63
I 0.819 2.016 0.955 -0.06 0.12 0.47
H -0.211 0.272 -2.024 0.29 0.27 -0.19
H -0.219 -1.697 -0.957 -0.12 -0.10 1.05
H 1.391 -0.344 1.438 -0.42 0.30 0.58
```
Forces are in eV/Å.

Values from the calculation:
E_tot in eV: -21856.4691
HOMO energy in eV: -8.74
2S+1: 1

***

Entry 3:
Here is a molecular structure, C2H3I2NO from the OMol25 dataset. Energies are from ωB97M-V with the def2-TZVPD basis set.

Geometry as XYZ:
```
9
Properties=species:S:1:pos:R:3:forces:R:3
C 0.534 0.028 0.752 1.01 1.73 4.39
C 1.990 -0.267 0.736 0.66 1.30 0.49
N 2.540 2.206 1.701 -2.47 1.35 1.04
O 1.602 2.896 1.787 2.41 -1.80 -0.17
I 2.902 1.357 -0.428 0.22 -0.76 -0.99
I 2.501 -2.203 0.029 -0.04 0.44 0.16
H 0.218 0.967 1.409 0.80 -1.78 -1.40
H 0.179 0.107 -0.160 -1.97 1.03 -4.69
H -0.024 -0.777 1.113 -0.62 -1.53 1.18
```
Forces are in eV/Å.

Values from the calculation:
E_tot in eV: -21855.1417
HOMO energy (spin up / spin down) in eV: -7.48 / -7.49
2S+1: 1

***

Entry 4:
Here is a molecular structure, C2H3I2NO2P from the OMol25 dataset. Energies are from ωB97M-V with the def2-TZVPD basis set.

Geometry as XYZ:
```
11
Properties=species:S:1:pos:R:3:forces:R:3
C -0.848 2.168 0.545 -0.46 0.78 -4.69
C -1.396 -0.883 -0.052 -1.30 -1.19 -0.90
N -0.475 -0.176 0.171 2.11 1.12 1.36
O -0.865 2.207 1.680 0.17 -0.15 2.73
O -0.917 2.353 -0.624 0.21 -0.15 1.82
P 1.293 -0.860 0.198 -0.88 1.77 -2.18
I -1.008 -3.042 -0.523 -0.64 -0.47 -0.15
I 3.847 -1.519 -0.451 0.88 -0.07 -0.03
H -2.345 -0.476 -0.277 -1.59 -0.56 -0.14
H 1.474 0.479 0.542 1.28 0.28 0.68
H 1.239 -0.251 -1.209 0.22 -1.35 1.49
```
Forces are in eV/Å.

Values from the calculation:
E_tot in eV: -33199.4369
HOMO energy in eV: -4.00
2S+1: 1
Net charge: -1

***

Entry 5:
Here is a molecular structure, C2H3IN2 from the OMol25 dataset. Energies are from ωB97M-V with the def2-TZVPD basis set.

Geometry as XYZ:
```
8
Properties=species:S:1:pos:R:3:forces:R:3
C -0.493 1.309 -1.468 -0.76 0.69 -0.33
C 0.543 -0.319 0.143 -2.41 -2.06 -4.59
N -0.394 2.445 -1.599 0.60 1.23 -0.48
N -0.771 0.101 -1.092 2.18 -2.69 3.48
I 0.142 -2.330 0.785 0.28 1.28 -0.11
H 1.400 -0.251 -0.493 0.49 -0.87 -0.67
H 0.753 0.459 0.778 -1.04 1.77 2.23
H -1.014 -0.656 -1.746 0.68 0.65 0.47
```
Forces are in eV/Å.

Values from the calculation:
E_tot in eV: -13200.8255
HOMO energy in eV: -9.84
2S+1: 1

***

Entry 6:
Here is a molecular structure, C2H3IN2O from the OMol25 dataset. Energies are from ωB97M-V with the def2-TZVPD basis set.

Geometry as XYZ:
```
9
Properties=species:S:1:pos:R:3:forces:R:3
C -0.757 -0.332 0.355 -5.27 0.73 -0.31
C -0.444 0.469 -1.003 0.13 1.87 0.39
N 0.147 -0.814 0.968 4.80 -1.73 1.57
N 1.348 -1.143 1.006 -2.30 -0.25 -0.84
O 0.796 0.517 -1.292 0.35 -1.10 -0.49
I 2.726 0.205 1.510 0.55 0.83 0.50
H -1.846 -0.469 0.708 1.84 0.60 -0.52
H -1.258 0.028 -1.660 0.72 0.45 -0.02
H -0.712 1.539 -0.594 -0.82 -1.39 -0.28
```
Forces are in eV/Å.

Values from the calculation:
E_tot in eV: -15245.2149
HOMO energy (spin up / spin down) in eV: -8.49 / -8.54
2S+1: 1

***

Entry 7:
Here is 2 unconnected molecules or ions with the total composition C2H3INO3 from the OMol25 dataset. Energies are from ωB97M-V with the def2-TZVPD basis set.

Geometry as XYZ:
```
10
Properties=species:S:1:pos:R:3:forces:R:3
C -1.145 2.058 0.001 0.84 2.80 -0.04
C -0.328 0.834 0.392 -0.91 -0.66 -0.94
N -0.092 -1.454 -0.158 0.57 -1.72 1.53
O 0.369 0.820 1.332 1.01 0.03 1.35
O -0.568 -0.171 -0.471 0.48 0.55 -0.49
O -2.050 2.134 -0.777 -0.36 -0.92 0.46
I -4.595 -0.390 0.110 0.27 0.23 -0.21
H -0.723 3.037 0.473 -0.53 -1.44 -0.40
H -0.820 -1.743 0.528 1.42 -0.38 -0.41
H 0.939 -1.617 0.227 -2.79 1.51 -0.84
```
Forces are in eV/Å.

Values from the calculation:
E_tot in eV: -17841.8968
HOMO energy (spin up / spin down) in eV: -13.86 / -13.82
2S+1: 1
Net charge: +1

***

Entry 8:
Here is 2 unconnected molecules or ions with the total composition C2H3INO3 from the OMol25 dataset. Energies are from ωB97M-V with the def2-TZVPD basis set.

Geometry as XYZ:
```
10
Properties=species:S:1:pos:R:3:forces:R:3
C -0.235 0.278 0.195 1.27 3.00 0.12
C -0.812 -1.024 0.124 -1.20 -2.19 -0.18
N 2.209 1.426 -0.183 0.65 0.31 -0.16
O 0.099 1.355 0.266 -2.37 -1.74 0.32
O -2.098 -1.066 0.668 0.17 0.25 0.15
O 2.414 0.262 -0.295 0.20 0.39 -0.05
I -3.641 -0.182 -0.268 0.33 -0.05 -0.06
H -0.214 -1.732 0.727 0.14 0.38 -0.20
H -0.759 -1.373 -0.927 0.15 0.28 0.19
H 3.036 2.055 -0.307 0.65 -0.63 -0.14
```
Forces are in eV/Å.

Values from the calculation:
E_tot in eV: -17842.5099
HOMO energy in eV: -13.93
2S+1: 1
Net charge: +1

***

Going through the records in order, we get relative energy (zero: lowest compared OMol25 entry of this formula, charge and spin) values of 3.9160, 4.9037, 6.2311, 0.5994, 0.9903, 5.4207, 1.5596, 0.9465 eV.